(1)
{
  "formula": "C22H45BFHfN3O14",
  "method": "the ωB97M-V functional and the def2-TZVPD basis",
  "symbols": ["Hf", "F", "O", "C", "O", "B", "O", "C", "O", "O", "C", "O", "C", "O", "O", "C", "O", "C", "C", "N", "C", "C", "O", "C", "H", "H", "H", "H", "H", "H", "H", "H", "H", "H", "H", "H", "H", "H", "H", "C", "O", "C", "C", "N", "C", "C", "O", "C", "H", "H", "H", "H", "H", "H", "H", "H", "H", "H", "H", "H", "H", "H", "H", "C", "O", "C", "C", "N", "C", "C", "O", "C", "H", "H", "H", "H", "H", "H", "H", "H", "H", "H", "H", "H", "H", "H", "H"],
  "xyz": [[-13.16, -14.30, 11.64], [-13.52, -13.58, 13.43], [-13.46, -16.10, 12.59], [-12.48, -16.94, 12.91], [-12.70, -17.86, 13.54], [-10.17, -18.35, 13.12], [-10.06, -17.00, 12.77], [-11.10, -16.35, 12.46], [-11.01, -15.23, 11.92], [-10.57, -19.24, 12.16], [-10.34, -20.55, 12.77], [-10.22, -21.55, 12.21], [-9.91, -20.25, 14.28], [-9.76, -18.74, 14.35], [-9.78, -21.02, 15.11], [-8.99, -9.50, 11.56], [-10.29, -9.06, 11.85], [-10.34, -7.75, 12.43], [-11.68, -7.14, 12.06], [-11.66, -6.52, 10.70], [-11.33, -7.35, 9.61], [-12.37, -7.62, 8.48], [-13.35, -8.58, 9.01], [-14.42, -7.83, 9.65], [-8.29, -9.38, 12.36], [-8.63, -9.12, 10.66], [-8.99, -10.59, 11.31], [-9.48, -7.13, 12.08], [-10.26, -7.79, 13.53], [-11.92, -6.42, 12.89], [-12.42, -7.96, 12.03], [-11.48, -5.56, 10.72], [-11.08, -8.41, 9.93], [-10.39, -7.00, 9.21], [-11.86, -8.10, 7.61], [-12.82, -6.76, 8.06], [-15.16, -7.51, 8.92], [-14.08, -7.00, 10.25], [-14.94, -8.48, 10.35], [-11.07, -11.92, 12.73], [-11.93, -12.49, 11.64], [-11.64, -11.98, 10.26], [-11.05, -13.16, 9.57], [-12.09, -14.28, 9.60], [-11.51, -15.45, 8.83], [-11.47, -15.21, 7.31], [-12.74, -15.52, 6.82], [-12.76, -15.36, 5.41], [-11.65, -12.07, 13.59], [-10.89, -10.85, 12.59], [-10.11, -12.45, 12.80], [-11.03, -11.12, 10.29], [-12.60, -11.74, 9.81], [-10.18, -13.52, 10.17], [-10.55, -12.87, 8.55], [-12.92, -14.00, 9.04], [-12.13, -16.32, 9.07], [-10.53, -15.66, 9.26], [-10.76, -15.91, 6.82], [-11.14, -14.27, 7.09], [-12.32, -14.37, 5.29], [-13.75, -15.36, 5.13], [-12.10, -16.08, 4.87], [-14.84, -11.46, 11.54], [-14.74, -12.87, 11.17], [-15.98, -13.12, 10.37], [-15.71, -14.29, 9.59], [-15.14, -15.31, 10.59], [-16.20, -15.94, 11.48], [-16.12, -17.50, 11.28], [-15.94, -17.77, 9.87], [-15.62, -19.13, 9.62], [-15.85, -11.18, 11.83], [-14.64, -10.86, 10.69], [-14.08, -11.23, 12.30], [-16.21, -12.17, 9.89], [-16.76, -13.24, 11.11], [-14.90, -14.06, 8.85], [-16.65, -14.70, 9.06], [-14.89, -16.13, 10.00], [-17.24, -15.59, 11.17], [-15.96, -15.64, 12.53], [-17.17, -17.92, 11.56], [-15.32, -17.96, 11.85], [-14.81, -19.46, 10.25], [-15.25, -19.17, 8.62], [-16.49, -19.78, 9.77]],
  "lowdin_charge": [1.8313, -0.3586, -0.1596, -0.5001, 0.2716, -0.7359, 0.3529, -0.2985, 0.0298, 0.2521, -0.2321, 0.2818, -0.2053, 0.2710, 0.3046, -0.1062, -0.2705, -0.1995, -0.1663, -0.0535, -0.2137, -0.1628, -0.2238, -0.1004, 0.0995, 0.0696, 0.0860, 0.1440, 0.1309, 0.1373, 0.1161, 0.0988, 0.1162, 0.1137, 0.1254, 0.1015, 0.0895, 0.0747, 0.0638, 0.0343, -0.3608, -0.1001, -0.1522, -0.1437, -0.1228, -0.2254, -0.1897, -0.0536, 0.0736, 0.0746, 0.1149, 0.1086, 0.1234, 0.1389, 0.1772, 0.1104, 0.1288, 0.1284, 0.1545, 0.0758, 0.0935, 0.0729, 0.1158, -0.0136, -0.3460, -0.1564, -0.1487, -0.1329, -0.1279, -0.1622, -0.2307, -0.0649, 0.1196, 0.0712, 0.1045, 0.1480, 0.1427, 0.1266, 0.1860, 0.1109, 0.1497, 0.1255, 0.1644, 0.1069, 0.0821, 0.0862, 0.1065],
  "relative_energy_kcal_mol": 7.1,
  "gap_ev": 6.156,
  "total_charge": 2,
  "homo_energy_ev": -12.31,
  "energy_ev": -61369.0500
}



(2)
{
  "formula": "C4H9NO",
  "method": "the ωB97M-V functional and the def2-TZVPD basis",
  "symbols": ["C", "N", "C", "C", "C", "O", "H", "H", "H", "H", "H", "H", "H", "H", "H"],
  "xyz": [[-0.43, -1.45, -0.53], [-0.40, -0.09, -0.50], [0.30, 0.65, 0.58], [0.42, 0.01, 1.94], [-0.30, 0.59, -1.78], [-0.08, -2.22, 0.33], [-0.90, -1.81, -1.47], [1.28, 0.91, 0.17], [-0.27, 1.57, 0.72], [-0.57, -0.27, 2.30], [0.81, 0.78, 2.59], [1.02, -0.88, 1.99], [0.75, 0.74, -2.04], [-0.88, 1.51, -1.74], [-0.75, -0.05, -2.54]],
  "nbo_charge": [0.5403, -0.4383, -0.2074, -0.6133, -0.4050, -0.5995, 0.0952, 0.1792, 0.1930, 0.2146, 0.2052, 0.2359, 0.1884, 0.2037, 0.2081],
  "relative_energy_kcal_mol": 22.6,
  "gap_ev": 10.332,
  "homo_energy_ev": -9.43,
  "smiles": "CCN(C)C=O",
  "energy_ev": -7831.3388
}



(3)
{
  "formula": "H2N2O4S",
  "method": "the ωB97M-V functional and the def2-TZVPD basis",
  "symbols": ["N", "N", "O", "O", "O", "O", "S", "H", "H"],
  "xyz": [[-0.91, -0.86, 0.59], [-1.74, 1.29, 0.14], [-1.79, 0.93, -1.01], [-1.26, 0.40, 0.98], [1.34, 0.36, -0.85], [2.98, -0.75, 0.50], [2.73, 0.34, -0.42], [0.07, -0.73, 0.34], [-1.44, -0.98, -0.28]],
  "nbo_charge": [-0.4846, 0.3708, -0.3567, -0.2076, -0.7623, -0.6928, 1.4203, 0.3578, 0.3551],
  "relative_energy_kcal_mol": 44.6,
  "gap_ev": [9.482, 5.315],
  "homo_energy_ev": [-9.08, -10.53],
  "energy_ev": -22029.5134,
  "multiplicity": 3,
  "s_squared": 2.0138
}



(4)
{
  "formula": "C23H26AsF10MnN3",
  "method": "the ωB97M-V functional and the def2-TZVPD basis",
  "symbols": ["Mn", "C", "N", "C", "C", "N", "C", "C", "F", "C", "F", "C", "F", "C", "F", "C", "F", "C", "C", "N", "C", "C", "F", "C", "F", "C", "F", "C", "F", "C", "F", "H", "H", "H", "H", "H", "H", "H", "H", "H", "H", "H", "C", "C", "As", "C", "C", "C", "C", "H", "H", "H", "H", "H", "H", "H", "H", "H", "H", "H", "H", "H", "H", "H"],
  "xyz": [[-0.55, 0.61, -0.40], [-2.97, 1.43, -1.74], [-2.45, 0.33, -0.88], [-2.48, -0.96, -1.61], [-1.35, -0.93, -2.64], [-0.25, -0.14, -2.08], [0.83, 0.16, -2.89], [1.46, 1.39, -2.66], [0.94, 2.17, -1.69], [2.52, 1.85, -3.41], [3.05, 3.03, -3.17], [3.00, 1.05, -4.44], [4.02, 1.45, -5.15], [2.41, -0.19, -4.70], [2.89, -0.95, -5.66], [1.34, -0.62, -3.94], [0.82, -1.82, -4.19], [-3.14, 0.34, 0.43], [-2.65, 1.55, 1.22], [-1.22, 1.69, 0.95], [-0.44, 2.56, 1.68], [-0.88, 3.56, 2.57], [-2.18, 3.77, 2.74], [0.02, 4.35, 3.26], [-0.42, 5.28, 4.07], [1.39, 4.17, 3.09], [2.24, 4.92, 3.75], [1.86, 3.18, 2.23], [3.16, 2.98, 2.07], [0.95, 2.42, 1.55], [1.39, 1.44, 0.71], [-4.03, 1.27, -1.94], [-2.43, 1.44, -2.69], [-2.83, 2.39, -1.26], [-3.45, -1.12, -2.09], [-2.32, -1.75, -0.88], [-1.67, -0.47, -3.58], [-1.04, -1.95, -2.89], [-2.87, -0.58, 0.95], [-4.23, 0.35, 0.30], [-2.84, 1.41, 2.28], [-3.18, 2.46, 0.93], [-0.49, -3.88, -0.33], [-0.70, -3.04, 0.93], [0.26, -1.35, 0.92], [2.03, -1.77, 0.23], [2.81, -2.75, 1.11], [0.51, -0.83, 2.79], [0.46, -1.98, 3.80], [-1.07, -4.80, -0.26], [0.56, -4.16, -0.45], [-0.81, -3.36, -1.23], [-0.34, -3.58, 1.81], [-1.76, -2.83, 1.11], [2.57, -0.82, 0.13], [1.88, -2.16, -0.78], [3.03, -2.33, 2.09], [3.76, -2.99, 0.63], [2.28, -3.69, 1.25], [-0.25, -0.08, 3.02], [1.48, -0.33, 2.82], [-0.53, -2.43, 3.85], [0.70, -1.60, 4.79], [1.18, -2.76, 3.57]],
  "nbo_charge": [0.9822, -0.4365, -0.3909, -0.2256, -0.2722, -0.4754, 0.0135, 0.2759, -0.3005, 0.3339, -0.2584, 0.3234, -0.2397, 0.2937, -0.2485, 0.3388, -0.2806, -0.2188, -0.2693, -0.4612, -0.0347, 0.3899, -0.2793, 0.2857, -0.2461, 0.3368, -0.2374, 0.2951, -0.2552, 0.3043, -0.3026, 0.2330, 0.2262, 0.2270, 0.2422, 0.2138, 0.2316, 0.2536, 0.2112, 0.2419, 0.2475, 0.2392, -0.6202, -0.7059, 1.1417, -0.7054, -0.6249, -0.6970, -0.6252, 0.2568, 0.2263, 0.1964, 0.2619, 0.2375, 0.2435, 0.2413, 0.2216, 0.2558, 0.2165, 0.2328, 0.2438, 0.2195, 0.2539, 0.2220],
  "gap_ev": [6.623, 5.876],
  "total_charge": 2,
  "homo_energy_ev": [-14.56, -14.25],
  "energy_ev": -148057.5494,
  "multiplicity": 2,
  "s_squared": 0.9475
}



(5)
{
  "formula": "C5H9N3",
  "method": "the ωB97M-V functional and the def2-TZVPD basis",
  "symbols": ["C", "C", "C", "C", "C", "N", "N", "N", "H", "H", "H", "H", "H", "H", "H", "H", "H"],
  "xyz": [[0.32, -1.21, -0.35], [-0.70, -0.12, -0.17], [2.42, -0.16, 0.12], [3.65, 0.44, 0.15], [-3.31, 0.12, -0.06], [1.53, -0.91, 0.03], [-0.24, 1.06, -0.08], [-2.04, -0.57, 0.10], [0.09, -2.26, -0.41], [4.10, 0.42, -0.90], [4.44, 0.22, 0.90], [3.45, 1.54, 0.25], [-3.52, 0.66, 0.92], [-3.34, 0.94, -0.88], [-4.10, -0.67, -0.04], [-0.56, 2.03, -0.10], [-2.20, -1.52, 0.54]],
  "nbo_charge": [0.0800, 0.3191, 0.7674, -0.8335, -0.4885, -0.2929, -0.4874, -0.2128, 0.2593, 0.3526, 0.3662, 0.3408, 0.3223, 0.3003, 0.2992, 0.4500, 0.4579],
  "relative_energy_kcal_mol": 102.0,
  "gap_ev": [9.062, 5.865],
  "total_charge": 2,
  "homo_energy_ev": [-19.85, -18.03],
  "energy_ev": -9778.0497
}